1.
A cluster of 4 separate species, C36H80N4 in total, computed with ωB97M-V/def2-TZVPD.

* electronic energy: -44554.243 eV
* LUMO level: -8.2 eV
* ΔE to the lowest compared entry with this formula, charge and spin: 20.4 kcal per mole
* E_HOMO: -18.14 eV
* Kohn-Sham gap: 9.89 eV
* net charge: +4

Bonds (Å) are listed after each position.
Geometry (Å):
1 C 1.9260 -1.6356 -8.3108  C2 1.505, H11 1.090, H12 1.090, H13 1.090
2 C 2.8244 -2.8050 -8.0097  C1 1.505, C3 1.518, H14 1.090, H15 1.090
3 C 2.5228 -3.5747 -6.7368  C2 1.518, C4 1.555, H16 1.090, H17 1.090
4 C 1.1428 -4.2777 -6.8734  C3 1.555, N5 1.510, H18 1.090, H19 1.090
5 N 0.5363 -4.9484 -5.6641  C4 1.510, C6 1.573, C9 1.524, C10 1.573
6 C 0.2471 -3.8639 -4.5622  N5 1.573, C7 1.544, H20 1.090, H21 1.090
7 C -0.8842 -4.4117 -3.6656  C6 1.544, C8 1.510, H22 1.090, H23 1.090
8 C -1.5255 -5.4479 -4.5580  C7 1.510, C9 1.529, H24 1.090, H25 1.090
9 C -0.8459 -5.5347 -5.9254  N5 1.524, C8 1.529, H26 1.090, H27 1.090
10 C 1.3059 -6.1774 -5.0545  N5 1.573, H28 1.090, H29 1.090, H30 1.090
11 H 2.2691 -0.9546 -9.0896  C1 1.090
12 H 1.8571 -1.0451 -7.3972  C1 1.090
13 H 0.9346 -2.0383 -8.5182  C1 1.090
14 H 3.8410 -2.4230 -7.9174  C2 1.090
15 H 2.7927 -3.5167 -8.8348  C2 1.090
16 H 2.5674 -2.9889 -5.8186  C3 1.090
17 H 3.4455 -4.1479 -6.6459  C3 1.090
18 H 1.3266 -5.0643 -7.6052  C4 1.090
19 H 0.3649 -3.6920 -7.3634  C4 1.090
20 H 1.1553 -3.8015 -3.9626  C6 1.090
21 H 0.0005 -2.9568 -5.1139  C6 1.090
22 H -0.5259 -4.9100 -2.7648  C7 1.090
23 H -1.5406 -3.6545 -3.2369  C7 1.090
24 H -1.5470 -6.4496 -4.1287  C8 1.090
25 H -2.5600 -5.1501 -4.7287  C8 1.090
26 H -0.8871 -6.5561 -6.3038  C9 1.090
27 H -1.2381 -4.9302 -6.7432  C9 1.090
28 H 1.6706 -6.7281 -5.9216  C10 1.090
29 H 0.7700 -6.8067 -4.3439  C10 1.090
30 H 2.1652 -5.7419 -4.5445  C10 1.090
31 C -3.1677 -2.7014 2.4412  C32 1.544, H41 1.090, H42 1.090, H43 1.090
32 C -1.6756 -2.4476 2.7444  C31 1.544, C33 1.549, H44 1.090, H45 1.090
33 C -1.3696 -2.7682 4.2290  C32 1.549, C34 1.526, H46 1.090, H47 1.090
34 C 0.1512 -2.6560 4.2787  C33 1.526, N35 1.598, H48 1.090, H49 1.090
35 N 0.7604 -2.7677 5.7513  C34 1.598, C36 1.539, C39 1.465, C40 1.484
36 C 0.3108 -1.5830 6.6255  N35 1.539, C37 1.554, H50 1.090, H51 1.090
37 C 1.5532 -0.7822 7.1063  C36 1.554, C38 1.511, H52 1.090, H53 1.090
38 C 2.4697 -1.1693 5.9688  C37 1.511, C39 1.469, H54 1.090, H55 1.090
39 C 2.2139 -2.5903 5.6985  N35 1.465, C38 1.469, H56 1.090, H57 1.090
40 C 0.4231 -4.1063 6.2957  N35 1.484, H58 1.090, H59 1.090, H60 1.090
41 H -3.6418 -3.6596 2.6539  C31 1.090
42 H -3.3052 -2.6571 1.3608  C31 1.090
43 H -3.7647 -1.9104 2.8951  C31 1.090
44 H -1.4466 -1.3874 2.6369  C32 1.090
45 H -1.1187 -3.0229 2.0049  C32 1.090
46 H -1.6104 -3.8067 4.4563  C33 1.090
47 H -1.8179 -2.0375 4.9022  C33 1.090
48 H 0.5902 -1.7053 3.9760  C34 1.090
49 H 0.5816 -3.5553 3.8381  C34 1.090
50 H -0.3745 -2.0286 7.3466  C36 1.090
51 H -0.3326 -1.0324 5.9391  C36 1.090
52 H 1.9057 -0.9352 8.1263  C37 1.090
53 H 1.3120 0.2745 6.9908  C37 1.090
54 H 3.5207 -1.1167 6.2528  C38 1.090
55 H 2.2678 -0.5413 5.1011  C38 1.090
56 H 2.7967 -3.1480 6.4316  C39 1.090
57 H 2.5745 -2.8058 4.6927  C39 1.090
58 H 0.7822 -4.9043 5.6458  C40 1.090
59 H -0.6566 -4.2110 6.4019  C40 1.090
60 H 0.8661 -4.1294 7.2913  C40 1.090
61 C 6.1286 -0.6577 -4.2127  C62 1.528, H71 1.090, H72 1.090, H73 1.090
62 C 5.4637 0.7112 -4.3453  C61 1.528, C63 1.560, H74 1.090, H75 1.090
63 C 4.6580 1.2383 -3.1172  C62 1.560, C64 1.514, H76 1.090, H77 1.090
64 C 3.3774 0.5210 -2.7459  C63 1.514, N65 1.533, H78 1.090, H79 1.090
65 N 2.7874 0.9492 -1.3977  C64 1.533, C66 1.579, C69 1.616, C70 1.546
66 C 2.5279 2.5069 -1.4086  N65 1.579, C67 1.499, H80 1.090, H81 1.090
67 C 3.7676 3.0674 -0.7794  C66 1.499, C68 1.524, H82 1.090, H83 1.090
68 C 4.3302 2.1011 0.2558  C67 1.524, C69 1.528, H84 1.090, H85 1.090
69 C 3.7206 0.7445 -0.0940  N65 1.616, C68 1.528, H86 1.090, H87 1.090
70 C 1.4551 0.1914 -1.1968  N65 1.546, H88 1.090, H89 1.090, H90 1.090
71 H 6.9900 -0.6601 -3.5448  C61 1.090
72 H 6.5657 -0.9802 -5.1577  C61 1.090
73 H 5.3964 -1.3832 -3.8581  C61 1.090
74 H 4.8358 0.6123 -5.2307  C62 1.090
75 H 6.1686 1.4941 -4.6254  C62 1.090
76 H 4.3321 2.2541 -3.3413  C63 1.090
77 H 5.2796 1.3692 -2.2315  C63 1.090
78 H 3.5211 -0.5449 -2.5684  C64 1.090
79 H 2.6604 0.7277 -3.5404  C64 1.090
80 H 1.6421 2.6156 -0.7828  C66 1.090
81 H 2.2395 2.9797 -2.3474  C66 1.090
82 H 3.6427 3.9956 -0.2218  C67 1.090
83 H 4.5372 3.3426 -1.5005  C67 1.090
84 H 3.9302 2.3079 1.2485  C68 1.090
85 H 5.4126 2.0599 0.3777  C68 1.090
86 H 3.0982 0.4536 0.7523  C69 1.090
87 H 4.4121 -0.0491 -0.3773  C69 1.090
88 H 0.8820 0.5676 -2.0443  C70 1.090
89 H 0.9506 0.5306 -0.2920  C70 1.090
90 H 1.5808 -0.8907 -1.2340  C70 1.090
91 C -3.2011 7.3173 6.1958  C92 1.534, H101 1.090, H102 1.090, H103 1.090
92 C -4.6599 7.2861 5.7235  C91 1.534, C93 1.608, H104 1.090, H105 1.090
93 C -4.8791 6.9039 4.1770  C92 1.608, C94 1.543, H106 1.090, H107 1.090
94 C -4.7572 5.3971 3.8679  C93 1.543, N95 1.556, H108 1.090, H109 1.090
95 N -5.1138 4.9911 2.4089  C94 1.556, C96 1.546, C99 1.520, C100 1.541
96 C -4.7081 3.5168 2.1818  N95 1.546, C97 1.531, H110 1.090, H111 1.090
97 C -4.4647 3.3610 0.6781  C96 1.531, C98 1.514, H112 1.090, H113 1.090
98 C -4.4765 4.7656 0.1132  C97 1.514, C99 1.541, H114 1.090, H115 1.090
99 C -4.3452 5.7176 1.3179  N95 1.520, C98 1.541, H116 1.090, H117 1.090
100 C -6.6073 5.2612 2.1416  N95 1.541, H118 1.090, H119 1.090, H120 1.090
101 H -3.0788 7.7232 7.2000  C91 1.090
102 H -2.6084 8.0168 5.6063  C91 1.090
103 H -2.6473 6.3829 6.1043  C91 1.090
104 H -5.0991 8.2714 5.8795  C92 1.090
105 H -5.3455 6.7039 6.3392  C92 1.090
106 H -4.1747 7.4856 3.5823  C93 1.090
107 H -5.8503 7.2374 3.8116  C93 1.090
108 H -5.3900 4.7558 4.4814  C94 1.090
109 H -3.7690 4.9742 4.0492  C94 1.090
110 H -5.4279 2.7876 2.5536  C96 1.090
111 H -3.8112 3.1910 2.7087  C96 1.090
112 H -5.2926 2.7830 0.2675  C97 1.090
113 H -3.5337 2.8731 0.3895  C97 1.090
114 H -5.3608 4.9583 -0.4942  C98 1.090
115 H -3.6503 4.9741 -0.5666  C98 1.090
116 H -4.6709 6.7482 1.1773  C99 1.090
117 H -3.3220 5.6595 1.6891  C99 1.090
118 H -6.8013 6.3319 2.0784  C100 1.090
119 H -7.1690 4.7649 2.9330  C100 1.090
120 H -6.9875 4.8092 1.2255  C100 1.090

---

2.
A cluster of 6 separate species, C36H84N2O24P5 in total, computed with ωB97M-V/def2-TZVPD.

* electronic energy: -137233.858 eV
* LUMO level: -6.1 eV
* E_HOMO: -10.00 eV
* Kohn-Sham gap: 3.88 eV
* net charge: +1

Bonds (Å) are listed after each position.
Geometry (Å):
1 N -4.8617 -0.5385 5.5563  P2 1.637, H23 1.044
2 P -4.6236 -1.9420 4.7483  N1 1.637, C3 1.910, H24 1.465, H25 1.441
3 C -5.5988 -1.8172 3.1111  P2 1.910, C4 1.639, C19 1.668
4 C -6.6686 -0.6112 2.8134  C3 1.639, N5 1.543, H26 1.185
5 N -7.4234 -0.4834 1.4735  C4 1.543, P6 1.808, C8 1.543
6 P -8.5094 0.9581 1.3578  N5 1.808, O7 1.581, H27 1.469, H28 1.443
7 O -10.0009 0.6028 0.9725  P6 1.581
8 C -7.2282 -1.4861 0.3168  N5 1.543, C9 1.673, C14 1.672
9 C -8.0421 -1.2556 -1.1260  C8 1.673, P10 1.914, H29 1.194, H30 1.182
10 P -9.5965 -2.3661 -1.2429  C9 1.914, O11 1.612, O12 1.741, O13 1.777
11 O -9.3493 -3.5860 -0.2185  P10 1.612
12 O -11.0953 -1.5729 -0.8469  P10 1.741, H31 1.022
13 O -9.7570 -3.0451 -2.8767  P10 1.777, H32 1.022
14 C -6.1891 -2.7856 0.4861  C8 1.672, P15 1.909, C19 1.661
15 P -5.8432 -4.0865 -0.8681  C14 1.909, O16 1.584, O17 1.777, O18 1.777
16 O -6.8948 -4.1177 -2.0524  P15 1.584
17 O -4.3021 -3.6125 -1.6141  P15 1.777, H33 1.022
18 O -5.7785 -5.7506 -0.2491  P15 1.777, H34 1.022
19 C -5.3609 -2.9558 1.9154  C3 1.668, C14 1.661, P20 1.910
20 P -4.1060 -4.3401 2.3109  C19 1.910, O21 1.741, O22 1.742
21 O -3.1407 -4.7966 0.9353  P20 1.741, H35 1.006
22 O -4.8297 -5.7041 3.1167  P20 1.742, H36 1.010
23 H -5.2803 -0.7240 6.4941  N1 1.044
24 H -3.2082 -2.0828 4.3971  P2 1.465
25 H -5.0174 -3.0653 5.5598  P2 1.441
26 H -6.8344 0.1878 3.6725  C4 1.185
27 H -8.5762 1.5851 2.6845  P6 1.469
28 H -7.8855 1.8966 0.4564  P6 1.443
29 H -7.2412 -1.5322 -1.9670  C9 1.194
30 H -8.3054 -0.1191 -1.3165  C9 1.182
31 H -11.3691 -1.8651 0.0934  O12 1.022
32 H -10.0463 -4.0108 -2.7097  O13 1.022
33 H -4.4666 -2.7684 -2.1657  O17 1.022
34 H -6.2311 -6.3481 -0.9439  O18 1.022
35 H -3.2740 -5.7636 0.6907  O21 1.006
36 H -5.8142 -5.7920 2.9081  O22 1.010
37 C 0.5647 1.3991 -6.3031  O38 1.420, H46 1.093, H47 1.093, H48 1.095
38 O 0.3243 0.9124 -4.9913  C37 1.420, C39 1.421
39 C -0.6594 1.6504 -4.2792  O38 1.421, C40 1.534, H49 1.103, H50 1.094
40 C -1.6803 0.7237 -3.6074  C39 1.534, O41 1.432, H51 1.098, H52 1.088
41 O -2.5383 -0.0012 -4.4960  C40 1.432, C42 1.433
42 C -1.9282 -1.0073 -5.3146  O41 1.433, C43 1.533, H53 1.090, H54 1.096
43 C -1.3256 -2.1981 -4.5598  C42 1.533, O44 1.428, H55 1.094, H56 1.087
44 O -0.1484 -1.8173 -3.8471  C43 1.428, C45 1.417
45 C -0.0907 -2.3337 -2.5284  O44 1.417, H57 1.096, H58 1.093, H59 1.092
46 H 1.2553 2.2455 -6.2688  C37 1.093
47 H 1.0192 0.5935 -6.8861  C37 1.093
48 H -0.3669 1.6879 -6.8010  C37 1.095
49 H -1.1875 2.3600 -4.9381  C39 1.103
50 H -0.1394 2.2241 -3.5067  C39 1.094
51 H -2.3494 1.3554 -3.0090  C40 1.098
52 H -1.2052 0.0495 -2.8975  C40 1.088
53 H -1.2069 -0.5571 -5.9975  C42 1.090
54 H -2.7357 -1.3928 -5.9480  C42 1.096
55 H -1.0329 -2.9677 -5.2796  C43 1.094
56 H -2.0777 -2.6136 -3.8935  C43 1.087
57 H -1.0705 -2.3143 -2.0377  C45 1.096
58 H 0.5826 -1.6968 -1.9491  C45 1.093
59 H 0.3068 -3.3511 -2.5419  C45 1.092
60 C -3.0501 -8.4860 2.8568  O61 1.420, H69 1.093, H70 1.093, H71 1.095
61 O -2.3389 -8.8370 1.6791  C60 1.420, C62 1.421
62 C -1.0170 -8.3175 1.6334  O61 1.421, C63 1.534, H72 1.103, H73 1.094
63 C -0.0036 -9.3943 1.2266  C62 1.534, O64 1.432, H74 1.098, H75 1.088
64 O 0.1979 -10.4466 2.1770  C63 1.432, C65 1.433
65 C -0.8996 -11.3409 2.4015  O64 1.433, C66 1.533, H76 1.090, H77 1.096
66 C -1.3109 -12.1979 1.1985  C65 1.533, O67 1.428, H78 1.094, H79 1.087
67 O -1.9366 -11.4060 0.1885  C66 1.428, C68 1.417
68 C -1.4873 -11.6998 -1.1233  O67 1.417, H80 1.096, H81 1.093, H82 1.092
69 H -3.4709 -7.4824 2.7561  C60 1.093
70 H -3.8663 -9.2018 2.9865  C60 1.093
71 H -2.4105 -8.5434 3.7438  C60 1.095
72 H -0.7200 -7.8831 2.6029  C62 1.103
73 H -1.0068 -7.5202 0.8847  C62 1.094
74 H 0.9725 -8.9022 1.1272  C63 1.098
75 H -0.2245 -9.8030 0.2425  C63 1.088
76 H -1.7498 -10.8027 2.8217  C65 1.090
77 H -0.5602 -12.0219 3.1908  C65 1.096
78 H -2.0417 -12.9440 1.5232  C66 1.094
79 H -0.4347 -12.7142 0.8140  C66 1.087
80 H -0.4087 -11.8917 -1.1535  C68 1.096
81 H -1.6860 -10.8256 -1.7485  C68 1.093
82 H -2.0362 -12.5551 -1.5241  C68 1.092
83 C 3.2227 0.7566 -3.7801  O84 1.420, H92 1.093, H93 1.093, H94 1.095
84 O 4.0419 1.5862 -2.9699  C83 1.420, C85 1.421
85 C 5.3865 1.6771 -3.4208  O84 1.421, C86 1.534, H95 1.103, H96 1.094
86 C 5.8713 3.1317 -3.4531  C85 1.534, O87 1.432, H97 1.098, H98 1.088
87 O 5.2462 3.9720 -4.4300  C86 1.432, C88 1.433
88 C 3.8582 4.2736 -4.2376  O87 1.433, C89 1.533, H99 1.090, H100 1.096
89 C 3.5275 5.0960 -2.9865  C88 1.533, O90 1.428, H101 1.094, H102 1.087
90 O 3.7032 4.3241 -1.7982  C89 1.428, C91 1.417
91 C 4.3762 5.0203 -0.7630  O90 1.417, H103 1.096, H104 1.093, H105 1.092
92 H 3.3630 -0.2920 -3.5060  C83 1.093
93 H 2.1797 1.0332 -3.6037  C83 1.093
94 H 3.4322 0.9031 -4.8449  C83 1.095
95 H 5.5082 1.2285 -4.4211  C85 1.103
96 H 6.0044 1.1131 -2.7162  C85 1.094
97 H 6.9351 3.1146 -3.7231  C86 1.098
98 H 5.8290 3.5916 -2.4677  C86 1.088
99 H 3.2596 3.3637 -4.2909  C88 1.090
100 H 3.5688 4.8705 -5.1105  C88 1.096
101 H 2.4769 5.3977 -3.0234  C89 1.094
102 H 4.1457 5.9903 -2.9757  C89 1.087
103 H 5.1917 5.6417 -1.1502  C91 1.096
104 H 4.8152 4.2781 -0.0915  C91 1.093
105 H 3.6668 5.6321 -0.2010  C91 1.092
106 C -2.2138 8.7513 2.3878  O107 1.420, H115 1.093, H116 1.093, H117 1.095
107 O -1.0350 8.2166 1.8043  C106 1.420, C108 1.421
108 C 0.1637 8.6809 2.4100  O107 1.421, C109 1.534, H118 1.103, H119 1.094
109 C 1.1263 7.5251 2.7095  C108 1.534, O110 1.432, H120 1.098, H121 1.088
110 O 0.6985 6.6091 3.7239  C109 1.432, C111 1.433
111 C -0.4403 5.7914 3.4252  O110 1.433, C112 1.533, H122 1.090, H123 1.096
112 C -0.2527 4.7895 2.2799  C111 1.533, O113 1.428, H124 1.094, H125 1.087
113 O -0.1805 5.4535 1.0179  C112 1.428, C114 1.417
114 C 0.8512 4.9655 0.1774  O113 1.417, H126 1.096, H127 1.093, H128 1.092
115 H -2.4175 9.7444 1.9797  C106 1.093
116 H -3.0466 8.0877 2.1394  C106 1.093
117 H -2.1362 8.7967 3.4791  C106 1.095
118 H -0.0426 9.2358 3.3407  C108 1.103
119 H 0.6411 9.3656 1.7031  C108 1.094
120 H 2.0565 7.9662 3.0903  C109 1.098
121 H 1.4075 6.9911 1.8039  C109 1.088
122 H -1.3257 6.4105 3.2773  C111 1.090
123 H -0.6300 5.2159 4.3389  C111 1.096
124 H -1.1170 4.1203 2.2440  C112 1.094
125 H 0.6385 4.1962 2.4694  C112 1.087
126 H 1.7635 4.7358 0.7398  C114 1.096
127 H 1.0949 5.7504 -0.5431  C114 1.093
128 H 0.5064 4.0813 -0.3637  C114 1.092
129 C 7.6721 2.2794 0.4929  O130 1.420, H138 1.093, H139 1.093, H140 1.095
130 O 8.6135 3.2016 1.0213  C129 1.420, C131 1.421
131 C 8.4920 4.5123 0.4860  O130 1.421, C132 1.534, H141 1.103, H142 1.094
132 C 8.5066 5.5747 1.5920  C131 1.534, O133 1.432, H143 1.098, H144 1.088
133 O 7.3699 5.5782 2.4632  C132 1.432, C134 1.433
134 C 7.2115 4.4494 3.3323  O133 1.433, C135 1.533, H145 1.090, H146 1.096
135 C 8.3070 4.2703 4.3899  C134 1.533, O136 1.428, H147 1.094, H148 1.087
136 O 9.5385 3.8596 3.7953  C135 1.428, C137 1.417
137 C 10.6697 4.5515 4.2962  O136 1.417, H149 1.096, H150 1.093, H151 1.092
138 H 8.0215 1.8959 -0.4689  C129 1.093
139 H 7.5816 1.4466 1.1955  C129 1.093
140 H 6.6821 2.7346 0.3843  C129 1.095
141 H 7.5721 4.6203 -0.1130  C131 1.103
142 H 9.3496 4.6750 -0.1731  C131 1.094
143 H 8.4989 6.5564 1.1009  C132 1.098
144 H 9.4304 5.5445 2.1664  C132 1.088
145 H 7.0608 3.5392 2.7509  C134 1.090
146 H 6.2673 4.6229 3.8617  C134 1.096
147 H 8.0066 3.4832 5.0873  C135 1.094
148 H 8.4220 5.1993 4.9430  C135 1.087
149 H 10.4586 5.6136 4.4649  C137 1.096
150 H 11.4611 4.4861 3.5453  C137 1.093
151 H 11.0166 4.0822 5.2197  C137 1.092